No. 1
The following is a quantum chemistry calculation of a structure of composition C28H16Cl6IrN4O3, from OMol25.

Calculated values
Strongest force on any atom, eV/Å: 3.3
Relative energy (zero: lowest compared OMol25 entry of this formula, charge and spin), eV: 0.0000
M, g mol⁻¹: 861.4
Calculated total energy, eV: -119367.399
HOMO-LUMO gap (spin up / spin down), eV: 5.82 / 5.97

ORCA input file:
```
! RIJCOSX wB97M-V def2-TZVPD def2/J DEFGRID3
* xyz 1 1
Ir -2.77381 0.40524 -2.44160
C 7.86052 -0.17892 6.06855
O 6.48770 -0.22744 6.44020
C 5.56592 -0.18567 5.45865
C 4.23379 -0.20826 5.87430
C 3.22126 -0.17761 4.94264
C 3.50675 -0.12469 3.57575
C 4.83526 -0.09362 3.17276
C 5.86513 -0.12333 4.09993
C 2.45387 -0.10492 2.55880
N 2.64996 -0.05621 1.25799
C 1.40152 -0.05064 0.70602
C 0.42641 -0.10043 1.67478
N 1.11615 -0.13451 2.86237
C -0.96411 -0.17346 1.36845
C -2.02807 -0.36392 2.26883
C -3.31146 -0.49387 1.79732
C -3.55294 -0.41729 0.42302
N -2.56081 -0.20053 -0.42669
C -1.28868 -0.09084 0.01166
C -0.29286 0.05271 -1.00893
N -0.72784 0.19249 -2.29848
C 0.17517 0.20968 -3.27039
C 1.54900 0.11938 -3.01844
C 1.99792 0.04174 -1.72921
C 1.06015 0.01523 -0.68525
H 8.42054 -0.19841 6.99724
H 8.08731 0.74061 5.52623
H 8.13238 -1.04399 5.46117
H 4.02402 -0.24684 6.93477
H 2.19816 -0.19381 5.30170
H 5.05699 -0.04663 2.11474
H 6.88889 -0.09587 3.75750
H 0.72607 -0.18691 3.78638
H -1.83449 -0.42489 3.33222
H -4.14100 -0.65976 2.46959
H -4.54398 -0.51654 0.00468
H -0.19427 0.32160 -4.27335
H 2.23418 0.11260 -3.85382
H 3.05181 -0.00656 -1.48810
Cl -1.96712 1.51473 -5.26838
C -2.78949 -0.01420 -5.32213
C -3.19535 -0.55690 -4.10846
C -3.90364 -1.73971 -4.10994
Cl -4.40479 -2.39707 -2.58472
C -4.18992 -2.39923 -5.30274
Cl -5.07081 -3.86674 -5.27701
C -3.74997 -1.86060 -6.51206
Cl -4.06590 -2.68210 -7.98320
C -3.04888 -0.65299 -6.52806
Cl -2.51436 0.03357 -8.00292
Cl -5.06707 4.67929 -1.38746
C -5.68252 3.15730 -2.05866
C -4.57694 2.16065 -2.24375
O -4.72581 0.96078 -1.83670
O -3.50319 2.45938 -2.81503
H -6.12778 3.36516 -3.02936
H -6.42895 2.75377 -1.38342
*
```

No. 2
The following is a quantum chemistry calculation of a structure of composition C28H16F4N6OPdSSe, from OMol25.

Calculated values
Strongest force on any atom, eV/Å: 0.8
Relative energy (zero: lowest compared OMol25 entry of this formula, charge and spin), eV: 4.2861
M, g mol⁻¹: 745.9
Calculated total energy, eV: -130789.608
HOMO-LUMO gap (spin up / spin down), eV: 3.30 / 3.30

ORCA input file:
```
! RIJCOSX wB97M-V def2-TZVPD def2/J DEFGRID3
* xyz 2 1
Pd -0.17818 0.04453 -0.24425
C 2.88211 2.76059 0.81207
C 2.11199 3.88995 1.09370
C 0.75612 3.88157 0.85149
C 0.16237 2.73867 0.32084
N 0.93088 1.63622 0.11452
C 2.25591 1.63969 0.32802
C -1.20460 2.58927 -0.11389
C -2.33621 3.42909 0.14008
C -3.59139 2.94100 -0.03044
C -3.76304 1.50780 -0.37465
C -2.73072 1.08514 -1.29968
C -1.49672 1.46350 -0.84790
H 3.95086 2.75036 0.96480
H 2.58338 4.78060 1.48698
H 0.14878 4.75416 1.04339
H 2.79436 0.73241 0.09508
H -2.20317 4.43276 0.52323
H -4.45252 3.55673 0.19760
H -5.80063 1.19015 0.12188
H -2.89901 0.36756 -2.08968
O 0.81566 -1.28918 1.04051
S 2.31320 -1.67201 1.09918
C 2.48572 -3.27198 0.29425
C 3.51507 -3.98381 1.16160
C 3.04919 -3.80229 2.61038
C 2.53554 -2.36201 2.76571
H 2.78126 -3.11280 -0.73999
H 1.50147 -3.74246 0.34726
H 4.50338 -3.54326 1.01213
H 3.58666 -5.03332 0.88179
H 3.85425 -3.99830 3.31491
H 2.24320 -4.50122 2.83118
H 3.22659 -1.70838 3.29389
H 1.55368 -2.28862 3.23221
F -7.06640 -2.15349 -0.88950
C -6.61615 -0.97479 -1.24910
C -7.40500 -0.19238 -2.00158
F -8.60167 -0.60588 -2.35793
C -6.98823 1.12015 -2.48838
C -5.83301 1.64055 -1.85174
C -5.14005 0.95570 -0.74188
F -3.63295 0.76141 0.94473
C -5.26046 -0.57413 -0.85579
C -4.34132 -1.53332 -0.58883
C -2.92428 -1.36809 -0.34081
N -1.77820 -1.37438 -0.28690
C -4.63461 -2.94079 -0.68119
N -4.76046 -4.08078 -0.72231
F -5.40576 2.79041 -2.18293
C -7.65682 1.82941 -3.46829
C -8.78841 1.30852 -4.15685
N -9.66817 0.90664 -4.77994
C -7.27590 3.13381 -3.89582
N -6.96736 4.18634 -4.24221
Se 0.11869 0.49713 -2.61655
C 1.76284 -0.27595 -2.30469
N 2.78840 -0.73485 -2.04393
*
```

No. 3
The following is a quantum chemistry calculation of a structure of composition C28H16F9N6O11ReS, from OMol25.

Calculated values
Strongest force on any atom, eV/Å: 1.2
Relative energy (zero: lowest compared OMol25 entry of this formula, charge and spin), eV: 1.4819
M, g mol⁻¹: 1001.7
Calculated total energy, eV: -98180.910
HOMO-LUMO gap (spin up / spin down), eV: 6.18 / 6.03

ORCA input file:
```
! RIJCOSX wB97M-V def2-TZVPD def2/J DEFGRID3
* xyz -1 2
Re 0.60459 1.25217 0.30024
C 2.59839 -3.23151 2.68105
C 3.39613 -2.68680 1.68942
C 3.23296 -1.36479 1.30702
C 2.26746 -0.59185 1.93428
C 1.46359 -1.12978 2.93496
C 1.63149 -2.45443 3.30304
N 2.06084 0.75243 1.49731
C 2.65134 1.78442 2.19141
C 3.49260 1.67471 3.30675
C 4.02204 2.82708 3.84733
C 3.73466 4.08713 3.30952
C 2.90160 4.21439 2.21665
C 2.34432 3.06122 1.67976
N 1.53722 2.97199 0.54689
N 1.68466 3.83883 -0.42860
C 1.41547 3.23009 -1.60868
C 1.45700 3.91544 -2.82996
C 1.42256 3.18208 -3.98569
C 1.34836 1.78867 -3.93167
C 1.21084 1.16729 -2.72082
N 1.27652 1.85778 -1.55455
H 2.72133 -4.26806 2.96049
H 4.13436 -3.29890 1.19159
H 3.82410 -0.93638 0.51261
H 0.70353 -0.51223 3.38774
H 0.99779 -2.88068 4.06609
H 3.71711 0.70416 3.72128
H 4.67316 2.75465 4.70610
H 4.16342 4.96759 3.76276
H 2.65947 5.17117 1.78405
H 1.55555 4.98614 -2.81953
H 1.46885 3.68823 -4.94062
H 1.31850 1.18216 -4.82242
H 1.16845 0.09358 -2.63805
O -1.72161 3.23977 2.32250
S -1.68961 2.01492 1.59676
O -0.42822 1.16161 2.02489
O -1.11812 2.25430 0.16477
O -2.84704 1.18084 1.59139
F -1.69508 1.53585 -5.10059
C -2.51991 1.55323 -4.03179
F -3.78167 1.50683 -4.51577
F -2.36544 2.74342 -3.45496
C -2.15774 0.39111 -3.04748
O -1.09599 0.69061 -2.35874
C -1.92836 -0.90483 -3.89505
F -0.69361 -0.93062 -4.41222
F -2.78123 -1.06876 -4.92634
F -2.03730 -2.00698 -3.12212
C -3.38895 0.13503 -2.11847
F -3.03756 -0.60337 -1.05560
F -3.88469 1.28711 -1.65554
F -4.40694 -0.51891 -2.72124
O 0.93823 -2.38566 -1.31781
C 0.19924 -1.80834 -0.55996
O 0.34632 -0.55748 -0.21669
C -0.99900 -2.45016 0.08364
C -1.47579 -3.64248 -0.45321
C -2.57135 -4.24016 0.14295
C -3.20561 -3.71777 1.26048
C -2.67686 -2.54382 1.77044
C -1.59829 -1.88797 1.20573
N -3.27046 -1.99103 2.99387
O -4.42617 -2.27790 3.22610
O -2.57009 -1.27685 3.66988
N -3.08268 -5.49988 -0.41360
O -2.58244 -5.90656 -1.43842
O -3.99201 -6.03958 0.18100
H -1.00426 -4.07425 -1.32210
H -4.05794 -4.20187 1.71051
H -1.25205 -0.95735 1.63503
*
```

No. 4
The following is a quantum chemistry calculation of a structure of composition C28H18BrI2N3O4RuS4, from OMol25.

Calculated values
Strongest force on any atom, eV/Å: 0.9
Relative energy (zero: lowest compared OMol25 entry of this formula, charge and spin), eV: 0.0609
M, g mol⁻¹: 1023.5
Calculated total energy, eV: -174157.536
HOMO-LUMO gap (spin up / spin down), eV: 5.78 / 5.78

ORCA input file:
```
! RIJCOSX wB97M-V def2-TZVPD def2/J DEFGRID3
* xyz -1 2
Ru 0.71434 -1.05734 -0.80252
O -3.21067 -0.58813 -2.72295
C -3.95592 -0.56550 -1.59552
C -5.32544 -0.77268 -1.70117
C -6.10941 -0.82369 -0.55842
C -5.53324 -0.68344 0.69478
C -4.16660 -0.44428 0.79246
C -3.37273 -0.33939 -0.33861
C -1.89911 0.00011 -0.35059
O -1.21525 -0.98109 -1.03507
N -1.36747 0.14387 1.00926
N -0.04830 0.20148 1.08499
C 0.52532 0.61263 2.15100
C 1.96773 0.62547 2.31867
Br 2.97025 -0.24159 0.96860
C 2.64063 1.15183 3.34607
C 2.06859 1.97439 4.42965
C 2.57397 1.83527 5.72389
C 2.09216 2.61170 6.76523
C 1.10080 3.55526 6.53005
C 0.60221 3.71660 5.24522
C 1.08437 2.93819 4.20338
H -2.28230 -0.78368 -2.46183
H -5.75071 -0.92109 -2.68568
H -7.17504 -0.99727 -0.64958
H -6.13498 -0.76901 1.59029
H -3.72504 -0.35392 1.77811
H -1.78158 0.96886 -0.86715
H -1.90938 0.62495 1.71252
H -0.06547 0.92887 3.00902
H 3.70507 0.96078 3.40811
H 3.34547 1.09722 5.91133
H 2.49055 2.47942 7.76347
H 0.73226 4.17244 7.33946
H -0.16016 4.46011 5.04810
H 0.72109 3.10408 3.19714
O -3.07936 -6.61981 -0.76723
C -2.30361 -5.69683 -0.77925
S -1.70950 -4.92311 -2.26059
C -0.60155 -3.82605 -1.47361
C -0.54599 -3.85767 -0.14041
S 0.56476 -2.81624 0.73065
S -1.58261 -4.99432 0.68351
S 0.44058 -2.76675 -2.40480
I -0.65449 3.43558 -3.14482
C 0.91986 2.15581 -3.59214
C 1.68851 2.35815 -4.74961
C 2.73643 1.53253 -5.06581
I 3.83418 1.92712 -6.79666
C 3.05935 0.43349 -4.22748
C 4.09834 -0.50052 -4.44284
C 4.28593 -1.52988 -3.56461
C 3.43044 -1.65699 -2.45599
N 2.46854 -0.79640 -2.22185
C 2.27133 0.24183 -3.07733
C 1.18783 1.11693 -2.70666
O 0.58193 0.89703 -1.59729
H 1.44010 3.18434 -5.40183
H 4.73205 -0.39677 -5.31386
H 5.07161 -2.25719 -3.71696
H 3.51937 -2.48567 -1.76425
*
```